Record 1
DFT (ωB97M-V/def2-TZVPD) results for 2 unconnected molecules or ions with the total composition C3H6N.

E = -4688.348 eV
Charge = +1
Energy relative to the best compared isomer or geometry (same formula, charge and spin) = 1.768 eV

```
10
C3H6N | OMol25 | ωB97M-V/def2-TZVPD
C -0.3586 0.3239 -0.5637
C -0.8733 0.9681 -1.7195
C 1.0752 -1.0637 1.9421
N -0.0012 -0.2382 0.3852
H -1.8726 0.6352 -1.8793
H -0.9053 1.9553 -1.5743
H -0.3592 0.7516 -2.5733
H 1.1725 0.0105 2.2889
H 0.1938 -1.7133 2.1600
H 1.9288 -1.6293 1.5339
```


Record 2
DFT (ωB97M-V/def2-TZVPD) results for a gas-phase ion, C3H6N (charge +1).

E = -4689.915 eV
Charge = +1
Energy relative to the best compared isomer or geometry (same formula, charge and spin) = 0.202 eV
Structure (SMILES) = C=C[NH+]=C

```
10
C3H6N | OMol25 | ωB97M-V/def2-TZVPD
C -0.8563 -0.5021 -1.1685
C -0.8876 0.3202 -0.1389
N 0.2513 0.6135 0.6773
C 1.2692 -0.1262 0.8526
H 0.0294 -0.9693 -1.5821
H -1.7396 -0.7538 -1.7406
H -1.7956 0.7900 0.1910
H 0.2080 1.4833 1.2078
H 2.1499 0.1911 1.4016
H 1.3712 -1.0467 0.2998
```


Record 3
DFT (ωB97M-V/def2-TZVPD) results for a gas-phase ion, C3H6N (charge +1).

E = -4689.745 eV
Charge = +1
Energy relative to the best compared isomer or geometry (same formula, charge and spin) = 0.371 eV
Structure (SMILES) = CC#[N+]C

```
10
C3H6N | OMol25 | ωB97M-V/def2-TZVPD
C -1.7285 0.0503 0.8332
C -0.5466 -0.0954 0.1586
N 0.4550 0.0637 -0.4103
C 1.8290 -0.0472 -0.6600
H -2.1737 0.9616 0.6485
H -2.3732 -0.8069 1.0060
H -1.1930 0.3063 1.8457
H 2.0263 -1.0956 -0.5018
H 1.9225 0.1329 -1.7197
H 2.4454 0.6498 -0.0993
```


Record 4
DFT (ωB97M-V/def2-TZVPD) results for a single C3H6N2 molecule.

E = -6185.321 eV
Charge = 0
Energy relative to the best compared isomer or geometry (same formula, charge and spin) = 3.224 eV
Structure (SMILES) = C=NN1CC1

```
11
C3H6N2 | OMol25 | ωB97M-V/def2-TZVPD
C -1.1766 -0.1356 -1.5936
N -1.2583 -0.0490 -0.3027
N -0.1083 0.6124 0.2208
C 0.2881 0.2146 1.5463
C 1.1822 -0.0483 0.3198
H -0.3653 0.1382 -2.2635
H -2.0088 -0.6416 -2.1109
H -0.2393 -0.6768 1.8935
H 0.3697 1.1756 2.2189
H 2.0901 0.5362 0.0798
H 1.2266 -1.1256 -0.0085
```


Record 5
DFT (ωB97M-V/def2-TZVPD) results for a single C3H6N2 molecule.

E = -6182.876 eV
Charge = 0
Energy relative to the best compared isomer or geometry (same formula, charge and spin) = 5.669 eV

```
11
C3H6N2 | OMol25 | ωB97M-V/def2-TZVPD
C -1.0067 0.6871 -0.3563
C -1.1295 -0.6035 0.4531
C 0.1117 -0.2295 -0.2125
N 1.9774 0.4070 0.5158
N 1.4236 -0.4890 -0.5263
H -1.4646 0.7558 -1.3371
H -1.0275 1.6183 0.1959
H -1.1953 -0.5035 1.5279
H -1.6940 -1.4405 0.0629
H 2.2868 1.2447 0.0193
H 1.7181 -1.4469 -0.3428
```


Record 6
DFT (ωB97M-V/def2-TZVPD) results for a molecular structure, C3H6N2.

E = -6186.061 eV
Charge = 0
Energy relative to the best compared isomer or geometry (same formula, charge and spin) = 2.484 eV

```
11
C3H6N2 | OMol25 | ωB97M-V/def2-TZVPD
C -1.0282 -0.7065 0.0422
C 0.1667 0.0778 -0.4258
N 0.1735 1.4137 -0.1703
C 1.8880 -0.8449 0.1224
N 1.3866 -0.7010 1.1853
H -0.8513 -1.7754 -0.0814
H -1.2460 -0.5104 1.0939
H -1.8867 -0.4071 -0.5712
H 0.4851 -0.1534 -1.4360
H 0.9585 1.9317 -0.5413
H -0.0462 1.6757 0.7824
```


Record 7
DFT (ωB97M-V/def2-TZVPD) results for a single C3H6N2 molecule.

E = -6185.990 eV
Charge = 0
Energy relative to the best compared isomer or geometry (same formula, charge and spin) = 2.555 eV
Structure (SMILES) = [H]/N=C\N1CC1

```
11
C3H6N2 | OMol25 | ωB97M-V/def2-TZVPD
H -1.6617 1.0914 -0.1257
N -2.1970 0.2884 0.0440
C -1.2522 -0.6009 -0.0658
N 0.0345 -0.2240 -0.5707
C 1.1688 -0.5573 0.1498
C 0.7778 0.8393 -0.0110
H -1.4577 -1.7125 -0.1324
H 2.0133 -0.8718 -0.4919
H 0.9312 -1.1434 1.0573
H 0.5415 1.3906 0.9585
H 1.1016 1.5003 -0.8121
```


Record 8
DFT (ωB97M-V/def2-TZVPD) results for 2 unconnected molecules or ions with the total composition C3H6N2.

⟨S²⟩ = 2.01
E = -6180.890 eV
2S+1 = 3
Charge = 0
Energy relative to the best compared isomer or geometry (same formula, charge and spin) = 2.586 eV

```
11
C3H6N2 | OMol25 | ωB97M-V/def2-TZVPD
C 1.2057 0.9013 0.0578
C -1.7943 -0.5058 -0.2171
C -2.5296 0.4204 0.0140
N 1.4812 -1.3837 0.2492
N 1.4170 -0.2909 -0.4265
H 0.8302 0.9610 1.1046
H 1.0747 1.6874 -0.5776
H -1.0903 -1.2158 -0.2743
H -3.2757 0.9955 0.3398
H 0.9314 -1.0159 1.0836
H 1.7498 -0.5535 -1.3533
```